Record 1
28
Properties=species:S:1:pos:R:3:forces:R:3 method="wB97M-V/def2-TZVPD" relative_energy_kcal_mol=70.78 energy_ev=-53787.519 homo_energy_ev=-5.74 lumo_energy_ha=-0.1183 multiplicity=1 total_charge=-1
Hg 0.024 1.331 2.154 -0.12 -0.02 0.00
Cl -1.600 -0.867 6.010 0.15 0.13 -0.34
Cl 4.318 3.030 2.663 -0.39 -0.19 -0.09
Cl -3.088 4.679 2.956 0.28 -0.30 -0.13
C 2.081 -1.946 1.748 -0.31 1.34 -1.05
O 0.957 -1.419 0.958 0.84 -0.12 1.67
C 0.343 -2.345 0.128 -1.47 -0.21 0.14
C -1.145 -1.989 -0.104 0.52 0.90 0.95
N -1.359 -0.590 -0.531 0.31 -1.02 -0.64
C -0.793 -0.352 -1.882 -0.95 0.12 1.86
C -0.681 1.109 -2.119 1.10 0.08 -0.84
O 0.158 1.718 -1.160 -0.66 1.09 -0.25
C 0.315 3.140 -1.415 -0.02 -1.06 -0.30
H 2.376 -1.123 2.399 0.01 -0.03 -0.09
H 2.887 -2.123 1.037 0.20 -0.27 0.17
H 1.909 -2.813 2.386 -0.63 -0.15 -0.34
H 0.297 -3.321 0.611 0.29 -0.32 -0.08
H 0.854 -2.423 -0.832 0.24 -0.16 -0.11
H -1.718 -2.008 0.823 0.34 -0.53 0.33
H -1.566 -2.771 -0.737 -0.08 0.01 -0.57
H -2.348 -0.571 -0.734 -0.40 0.47 0.69
H -1.612 -0.686 -2.519 0.89 -0.62 -1.10
H 0.190 -0.821 -1.919 -0.29 -0.14 -0.57
H -1.663 1.550 -2.290 -0.20 0.46 0.71
H -0.210 1.136 -3.101 0.30 0.55 -0.44
H 0.849 3.560 -0.563 -0.17 0.06 -0.18
H -0.639 3.625 -1.621 -0.28 0.00 0.60
H 0.862 3.288 -2.346 0.50 -0.08 0.02

Record 2
14
Properties=species:S:1:pos:R:3:forces:R:3 method="wB97M-V/def2-TZVPD" relative_energy_kcal_mol=5.12 energy_ev=-15383.704 homo_energy_ev=-15.05 lumo_energy_ha=-0.2413 multiplicity=1 total_charge=+1
C 1.660 -0.940 0.028 -0.56 0.37 -0.95
C 0.999 1.118 1.058 2.30 -0.62 -1.28
C 0.503 -0.738 -0.901 1.27 0.21 1.97
C 0.402 1.516 -0.173 1.22 -3.09 1.58
C -0.106 2.767 -0.413 -1.64 0.38 0.73
C -2.719 -2.113 0.074 -0.34 -0.01 0.45
N 1.729 -0.030 0.945 -0.19 0.67 0.99
N 0.063 0.459 -0.957 -0.98 1.26 -1.82
O -0.721 3.703 -0.366 0.65 0.32 -0.55
O -2.929 -3.228 0.183 -0.19 -1.67 -0.09
O -2.520 -0.983 0.023 0.49 1.65 -0.31
H 2.509 -1.687 -0.098 -1.32 1.01 0.21
H 1.185 1.655 1.991 -0.76 0.06 -0.28
H -0.053 -1.501 -1.393 0.05 -0.53 -0.64

Record 3
16
Properties=species:S:1:pos:R:3:forces:R:3 method="wB97M-V/def2-TZVPD" relative_energy_kcal_mol=60.11 smiles=C[NH2+][C@H]1CCO1 energy_ev=-7838.711 homo_energy_ev=-14.93 lumo_energy_ha=-0.1252 multiplicity=1 total_charge=+1
C 0.845 1.942 -0.390 2.12 0.75 1.34
N 0.211 0.635 -0.789 0.66 1.27 0.35
C -0.536 0.011 0.310 -0.33 -2.68 2.27
C -0.976 -1.465 0.134 -0.98 -0.46 0.10
C 0.041 -1.825 1.206 -2.59 2.16 2.05
O 0.351 -0.383 1.389 0.68 0.14 -1.73
H 0.225 2.858 -0.326 -0.39 -1.09 -0.44
H 1.156 1.699 0.640 0.35 0.61 -0.40
H 1.768 2.211 -1.011 -1.44 -0.82 0.69
H 0.974 -0.057 -0.843 -0.09 0.42 -1.30
H -0.325 0.898 -1.616 -0.10 -1.29 -0.39
H -1.239 0.616 0.788 -1.34 1.66 -0.19
H -1.044 -1.915 -0.835 0.55 -0.13 -0.73
H -1.932 -1.755 0.632 0.28 1.05 -0.89
H -0.615 -2.033 2.065 0.81 -0.50 0.08
H 0.848 -2.469 1.259 1.79 -1.10 -0.80

Record 4
15
Properties=species:S:1:pos:R:3:forces:R:3 method="wB97M-V/def2-TZVPD" relative_energy_kcal_mol=31.45 smiles="F/P=C/Cl.CNC" energy_ev=-29257.654 homo_energy_ev=-8.74 lumo_energy_ha=-0.0128 multiplicity=1
F -2.958 -2.191 0.987 -0.29 0.63 -0.81
P -2.890 -1.124 -0.258 -0.57 1.28 1.19
C -3.684 0.219 0.459 0.88 -2.54 -0.02
Cl -3.690 1.833 -0.128 -0.26 -0.51 0.18
H -4.159 -0.100 1.417 0.25 1.13 -0.56
C 0.800 0.201 0.435 -1.04 0.36 -4.64
N 1.532 -0.479 -0.638 0.72 -0.10 2.05
C 2.830 0.185 -0.652 -1.27 -1.28 -1.91
H 0.398 1.139 0.074 0.49 1.07 0.34
H -0.059 -0.293 0.626 -2.82 -2.09 0.91
H 1.349 0.224 1.271 2.12 0.50 2.98
H 1.104 -0.412 -1.539 -0.40 0.21 -0.25
H 2.663 1.196 -0.971 0.84 0.87 0.11
H 3.359 0.006 0.231 0.40 0.46 1.89
H 3.405 -0.405 -1.314 0.97 0.01 -1.47

Record 5
51
Properties=species:S:1:pos:R:3:forces:R:3 method="wB97M-V/def2-TZVPD" relative_energy_kcal_mol=47.03 s_squared=0.7524 energy_ev=-173542.611 homo_energy_ev="-7.31 / -7.63" lumo_energy_ha="-0.0001 / 0.0011" multiplicity=2
Ti 0.448 0.247 0.332 -1.08 1.26 2.66
O -0.522 -1.258 0.034 -2.13 -2.90 -0.63
N -1.871 -1.248 -0.008 -0.81 0.12 -0.22
C -2.516 -2.441 -0.059 0.43 0.19 0.01
C -3.875 -2.509 -0.169 -0.11 0.11 0.08
C -4.618 -1.320 -0.218 0.73 0.47 0.01
C -3.943 -0.114 -0.169 -0.81 -0.72 -0.02
C -2.553 -0.059 -0.080 1.24 0.31 0.20
S -1.664 1.413 -0.053 -0.90 0.03 -0.18
H -1.862 -3.298 -0.010 0.04 -0.01 -0.02
H -4.359 -3.471 -0.207 0.03 -0.10 -0.01
H -5.692 -1.348 -0.302 -0.13 0.02 0.00
H -4.463 0.829 -0.188 -0.08 0.09 -0.07
O 2.158 3.708 0.301 0.35 -0.34 -0.13
S 2.085 2.281 0.360 -0.25 1.92 0.23
O 1.518 1.740 1.606 0.26 0.26 0.04
O 1.227 1.681 -0.699 1.44 1.96 -1.13
C 3.739 1.645 0.216 0.00 -0.08 0.00
C 4.770 2.570 0.105 -0.39 0.02 -0.02
C 6.082 2.144 0.027 0.18 -0.64 0.09
C 6.374 0.779 0.072 -0.14 0.68 -0.07
C 5.349 -0.141 0.183 -0.26 -0.16 0.02
C 4.028 0.280 0.260 0.02 0.13 -0.06
S 2.773 -0.982 0.277 0.95 -1.76 0.12
O 1.870 -0.761 1.425 0.66 -0.49 0.54
O 3.447 -2.245 0.303 0.10 0.37 -0.01
O 1.949 -0.732 -0.914 0.37 -0.11 0.16
H 4.511 3.617 0.074 0.02 0.06 0.01
H 6.879 2.864 -0.058 0.08 0.11 -0.04
H 7.397 0.445 -0.001 0.11 -0.07 0.02
H 5.540 -1.202 0.194 0.07 -0.10 0.02
Br -2.188 -2.572 -4.309 -0.15 -0.31 -0.04
C -1.892 -0.916 -5.161 0.27 -0.04 0.60
C -2.469 -0.692 -6.399 0.05 0.03 0.00
C -2.286 0.527 -7.024 -0.01 0.01 0.01
C -1.556 1.523 -6.397 -0.03 -0.04 -0.05
C -0.980 1.285 -5.165 0.20 -0.16 0.48
C -1.120 0.053 -4.530 0.35 0.13 0.85
I -0.073 -0.284 -2.614 -1.03 -0.37 -3.97
H -3.055 -1.472 -6.858 -0.04 -0.08 -0.06
H -2.715 0.696 -7.998 -0.11 0.05 -0.14
H -1.434 2.488 -6.862 0.03 0.11 -0.08
H -0.411 2.050 -4.664 0.09 0.17 -0.02
N -1.395 -0.626 4.161 -0.03 -0.09 0.02
C -0.460 -0.038 3.368 -0.19 0.06 0.05
N 0.651 0.434 3.941 0.22 0.12 -0.07
O -0.679 0.064 2.151 0.24 -0.20 0.59
H -1.354 -0.538 5.161 -0.05 0.03 -0.06
H -2.283 -0.832 3.733 0.16 0.03 0.07
H 0.900 0.221 4.889 0.00 0.01 -0.05
H 1.318 0.862 3.308 0.02 -0.10 0.24

Record 6
16
Properties=species:S:1:pos:R:3:forces:R:3 method="wB97M-V/def2-TZVPD" relative_energy_kcal_mol=13.64 smiles=CC.CC energy_ev=-4341.937 homo_energy_ev=-11.20 lumo_energy_ha=0.0421 multiplicity=1
C -0.346 -2.471 -0.587 -0.72 -0.64 -0.60
C 0.930 -1.728 -0.272 -0.30 1.00 0.77
H -0.662 -2.317 -1.627 0.58 -0.31 -0.12
H -0.187 -3.552 -0.439 -0.55 0.42 0.08
H -1.263 -2.108 -0.107 0.45 -0.21 0.68
H 0.987 -0.875 -0.956 0.68 -0.21 0.11
H 0.970 -1.310 0.744 -0.45 -0.02 -0.14
H 1.799 -2.367 -0.245 0.33 -0.13 -0.81
C -0.205 1.543 0.947 -0.77 -1.19 -0.55
C -0.350 2.681 -0.059 -0.82 -0.37 0.04
H 0.509 0.806 0.575 1.08 0.67 0.80
H -0.182 1.823 2.000 0.70 0.03 -0.14
H -1.025 0.810 0.910 -0.72 0.68 -0.14
H 0.270 3.546 0.144 0.23 0.00 0.10
H -1.389 3.018 -0.112 0.13 0.15 0.09
H -0.118 2.297 -1.048 0.14 0.13 -0.17

Record 7
13
Properties=species:S:1:pos:R:3:forces:R:3 method="wB97M-V/def2-TZVPD" relative_energy_kcal_mol=41.33 energy_ev=-13334.069 homo_energy_ev=-10.16 lumo_energy_ha=0.0236 multiplicity=1
C -0.456 4.261 0.415 -0.48 0.44 0.46
C -1.038 3.098 -2.059 1.22 -0.74 1.63
C -0.470 0.335 0.484 2.06 -2.27 -3.58
C 0.098 -0.806 -1.686 -1.71 -0.31 1.63
N -1.419 4.684 0.922 2.22 -0.86 -1.38
N 0.025 0.120 -0.589 -0.33 1.50 0.64
O -0.761 0.365 1.590 -1.36 1.14 2.98
O -2.202 3.222 -1.920 1.86 -0.04 -0.91
O 0.134 2.911 -2.001 -3.01 0.58 -1.20
H 1.100 -1.035 -1.882 1.50 -0.24 -0.34
H -0.359 -0.378 -2.558 -0.31 -0.04 -0.44
H -0.408 -1.719 -1.317 0.13 0.20 -0.84
H -2.108 4.914 1.545 -1.78 0.64 1.37

Record 8
21
Properties=species:S:1:pos:R:3:forces:R:3 method="wB97M-V/def2-TZVPD" relative_energy_kcal_mol=18.57 smiles="O=CNCCNCO.O" energy_ev=-13465.496 homo_energy_ev=-9.12 lumo_energy_ha=0.0074 multiplicity=1
O 0.467 -2.609 -2.405 0.14 -0.19 -0.15
C -0.348 -2.360 -1.544 -0.27 0.34 0.17
N -0.230 -1.373 -0.627 0.05 -0.13 -0.16
C 0.870 -0.434 -0.636 -0.04 0.08 0.16
C 0.498 0.906 -1.284 -0.19 -0.15 -0.06
N -0.802 1.451 -0.928 0.00 -0.07 -0.06
C -1.044 1.646 0.462 -0.27 -0.16 -0.04
O -1.245 0.430 1.199 -0.15 0.17 0.15
H -1.299 -2.913 -1.434 0.11 -0.08 -0.02
H -1.004 -1.127 -0.025 0.04 -0.14 -0.02
H 1.196 -0.271 0.392 -0.01 -0.03 0.01
H 1.692 -0.884 -1.179 0.16 -0.09 -0.12
H 0.518 0.804 -2.366 0.02 -0.04 -0.13
H 1.252 1.640 -1.016 0.22 0.17 0.03
H -1.548 0.904 -1.338 -0.03 0.06 -0.09
H -0.201 2.192 0.869 0.18 0.20 0.22
H -1.954 2.239 0.569 0.05 -0.02 0.08
H -0.520 0.293 1.827 -0.01 0.10 0.02
O 0.889 -0.036 3.052 0.06 0.03 0.02
H 1.112 -0.959 3.208 0.01 -0.01 0.00
H 1.699 0.461 3.206 -0.04 -0.03 0.00